14
Properties=species:S:1:pos:R:3:forces:R:3:lowdin_charge:R:1 method="wB97M-V/def2-TZVPD" e_homo_ev=-9.9 orbital_gap_ha=0.3923 smiles="CC(N)=O.O=CO" relative_energy_ev=0.525 spin_multiplicity=1 fmax_ev_per_a=0.41
C 1.25624 -1.28668 -0.25227 0.118 0.079 0.071 -0.008
C 0.67940 -0.73032 1.02951 -0.109 -0.227 -0.159 -0.619
N 1.22313 0.41859 1.48494 0.166 -0.019 0.171 0.164
O -0.22328 -1.30781 1.61113 -0.133 0.156 -0.007 0.019
H 2.11310 -0.72591 -0.61801 0.042 0.013 -0.031 0.072
H 0.49122 -1.30224 -1.02326 -0.114 0.040 -0.022 0.079
H 1.54676 -2.31596 -0.05858 0.047 -0.057 -0.022 0.085
H 1.98404 0.86531 1.00996 -0.042 0.054 -0.007 0.098
H 0.90954 0.78067 2.36944 -0.045 0.042 -0.071 0.112
O -0.91160 1.80435 -0.75081 0.190 0.119 -0.067 0.061
C -1.89994 1.46810 -1.33374 -0.145 -0.345 0.155 -0.391
O -2.66000 0.41835 -0.98440 0.201 0.018 -0.142 0.075
H -2.30576 1.95288 -2.22770 -0.063 0.071 0.034 0.139
H -2.20285 -0.03933 -0.25619 -0.114 0.056 0.096 0.114